No. 1
Density functional theory data (the ωB97M-V functional and the def2-TZVPD basis) for a structure of composition C3H5InO3.

XYZ file:
```
12
C3H5InO3 the ωB97M-V functional and the def2-TZVPD basis
In 2.608 0.499 0.673
O 2.040 -1.244 -0.002
O -0.205 -1.235 0.389
C -1.232 -0.282 0.190
C -0.481 1.056 0.140
O 0.821 0.686 -0.294
C 0.870 -0.863 -0.425
H -1.753 -0.477 -0.762
H -1.944 -0.350 1.018
H -0.424 1.525 1.132
H -0.938 1.757 -0.570
H 0.637 -1.071 -1.488
```

**Total charge**: +1
**Energy**: -532.826793 Ha
**Multiplicity**: 2
**Strongest force on any atom**: 0.0633 Eh/bohr
**Relative energy (zero: lowest compared OMol25 entry of this formula, charge and spin)**: 0.0 kcal per mole

Atom charges from the Mulliken analysis, given in e for atoms 1 to 2:
1 In 0.887
2 O -0.548


No. 2
Density functional theory data (the ωB97M-V functional and the def2-TZVPD basis) for a structure of composition C3H5KO3.

XYZ file:
```
12
C3H5KO3 the ωB97M-V functional and the def2-TZVPD basis
O -0.238 0.631 0.429
C 0.717 -0.322 0.152
C 0.583 -1.677 0.757
H 1.707 0.157 0.286
H 0.451 -1.618 1.850
H 1.503 -2.249 0.582
H -0.227 -2.245 0.279
O 0.052 1.225 -1.953
C -0.371 1.892 -0.998
O -1.370 2.503 -0.769
K -3.450 1.625 0.672
H 0.643 0.078 -1.286
```

**Total charge**: +1
**Energy**: -942.642065 Ha
**Multiplicity**: 2
**Strongest force on any atom**: 0.1063 Eh/bohr
**Relative energy (zero: lowest compared OMol25 entry of this formula, charge and spin)**: 41.0 kcal per mole

Atom charges from the Mulliken analysis, given in e for atoms 1 to 2:
1 O -0.484
2 C -0.078


No. 3
Density functional theory data (the ωB97M-V functional and the def2-TZVPD basis) for a structure of composition C3H5LiNaO.

XYZ file:
```
11
C3H5LiNaO the ωB97M-V functional and the def2-TZVPD basis
O -0.097 -2.551 -0.751
C -0.815 -1.657 -1.544
H -0.076 -0.935 -2.008
Li 0.921 -0.784 0.356
Na -2.060 -3.410 -0.591
C 0.790 1.543 1.268
H 1.818 1.891 1.128
H 0.447 1.325 2.283
C -0.070 1.511 0.228
H -1.110 1.218 0.393
H 0.252 1.849 -0.762
```

**Total charge**: 0
**Energy**: -362.220368 Ha
**Multiplicity**: 2
**Strongest force on any atom**: 0.0715 Eh/bohr
**Relative energy (zero: lowest compared OMol25 entry of this formula, charge and spin)**: 1.0 kcal per mole

Atom charges from the Mulliken analysis, given in e for atoms 1 to 2:
1 O -0.708
2 C -0.546


No. 4
Density functional theory data (the ωB97M-V functional and the def2-TZVPD basis) for a structure of composition C3H5LiNaO4.

XYZ file:
```
14
C3H5LiNaO4 the ωB97M-V functional and the def2-TZVPD basis
O 3.977 -0.414 -0.022
C 3.397 0.324 -0.881
O 2.488 -0.479 -1.527
O 3.050 1.511 -0.736
Li 3.788 -1.946 -1.175
C -0.170 1.154 0.282
C -0.114 2.428 1.093
H 1.492 -0.050 -1.281
H -0.514 1.301 -0.759
H 0.403 2.248 2.051
H 0.389 3.233 0.540
H -1.127 2.799 1.338
O -0.823 0.066 0.969
Na -0.405 -1.074 2.830
```

**Total charge**: 0
**Energy**: -588.042201 Ha
**Multiplicity**: 2
**Strongest force on any atom**: 0.1340 Eh/bohr
**Relative energy (zero: lowest compared OMol25 entry of this formula, charge and spin)**: 0.0 kcal per mole

Atom charges from the Mulliken analysis, given in e for atoms 1 to 2:
1 O -0.851
2 C 0.844


No. 5
Density functional theory data (the ωB97M-V functional and the def2-TZVPD basis) for a structure of composition C3H5LiO3Ru.

XYZ file:
```
13
C3H5LiO3Ru the ωB97M-V functional and the def2-TZVPD basis
O -1.161 -0.207 -0.633
C -0.684 0.624 0.315
C -0.372 -1.397 -0.705
O -0.642 1.871 0.017
O 0.633 0.219 0.525
C 0.983 -0.997 -0.118
Ru -1.338 3.453 -0.681
H -0.314 -1.713 -1.750
H -0.864 -2.179 -0.110
H 1.788 -0.698 -0.800
H 1.373 -1.654 0.666
Li 1.335 1.817 1.427
H -0.737 0.860 1.848
```

**Total charge**: +2
**Energy**: -444.496898 Ha
**Multiplicity**: 7
**Strongest force on any atom**: 0.0804 Eh/bohr

Atom charges from the Mulliken analysis, given in e for atoms 1 to 2:
1 O -0.356
2 C 0.366


No. 6
Density functional theory data (the ωB97M-V functional and the def2-TZVPD basis) for a cluster of 4 separate species, C3H5N in total.

XYZ file:
```
9
C3H5N the ωB97M-V functional and the def2-TZVPD basis
C 3.267 0.405 0.428
C -0.621 -2.105 -0.097
C 3.021 -0.444 -0.438
N 0.302 -2.805 -0.144
H 3.207 1.060 1.250
H 0.700 1.349 0.692
H -1.314 -1.279 -0.010
H 1.234 0.649 0.737
H 3.049 -1.223 -1.151
```

**Total charge**: 0
**Energy**: -171.893457 Ha
**Strongest force on any atom**: 0.0843 Eh/bohr
**Relative energy (zero: lowest compared OMol25 entry of this formula, charge and spin)**: 101.4 kcal per mole

Atom charges from the Mulliken analysis, given in e for atoms 1 to 2:
1 C -0.314
2 C 0.097


No. 7
Density functional theory data (the ωB97M-V functional and the def2-TZVPD basis) for a cluster of 2 separate species, C3H5N in total.

XYZ file:
```
9
C3H5N the ωB97M-V functional and the def2-TZVPD basis
C 1.920 -0.430 -0.300
N 2.579 0.239 0.299
H 1.054 -0.977 -0.809
C -0.858 -0.404 0.351
C -1.035 0.810 -0.125
H -0.418 -0.426 1.334
H -1.217 -1.424 0.082
H -1.568 0.963 -1.064
H -0.458 1.649 0.232
```

**Total charge**: 0
**Energy**: -171.978609 Ha
**SMILES**: C#N.C=C
**Strongest force on any atom**: 0.1317 Eh/bohr
**Relative energy (zero: lowest compared OMol25 entry of this formula, charge and spin)**: 48.0 kcal per mole

Atom charges from the Mulliken analysis, given in e for atoms 1 to 2:
1 C 0.110
2 N -0.340


No. 8
Density functional theory data (the ωB97M-V functional and the def2-TZVPD basis) for a cluster of 2 separate species, C3H5N in total.

XYZ file:
```
9
C3H5N the ωB97M-V functional and the def2-TZVPD basis
C -0.502 -2.523 -0.345
N -0.099 -3.309 -1.073
H -0.920 -1.793 0.303
C -0.140 1.400 -0.321
C 0.664 1.111 0.681
H -0.229 2.367 -0.894
H -0.815 0.611 -0.612
H 0.553 0.308 1.439
H 1.488 1.828 0.823
```

**Total charge**: 0
**Energy**: -171.987574 Ha
**SMILES**: C#N.C=C
**Strongest force on any atom**: 0.0381 Eh/bohr
**Relative energy (zero: lowest compared OMol25 entry of this formula, charge and spin)**: 42.4 kcal per mole

Atom charges from the Mulliken analysis, given in e for atoms 1 to 2:
1 C 0.107
2 N -0.314


No. 9
Density functional theory data (the ωB97M-V functional and the def2-TZVPD basis) for a cluster of 2 separate species, C3H5N in total.

XYZ file:
```
9
C3H5N the ωB97M-V functional and the def2-TZVPD basis
C -0.857 -1.804 -0.162
N -1.426 -1.343 0.731
H -0.281 -2.304 -0.888
C 0.651 0.741 -0.500
C 0.189 1.135 0.670
H 0.298 -0.042 -1.184
H 1.576 1.075 -0.913
H 0.687 1.852 1.336
H -0.837 0.691 0.911
```

**Total charge**: 0
**Energy**: -171.982854 Ha
**SMILES**: C#N.C=C
**Strongest force on any atom**: 0.0441 Eh/bohr
**Relative energy (zero: lowest compared OMol25 entry of this formula, charge and spin)**: 45.3 kcal per mole

Atom charges from the Mulliken analysis, given in e for atoms 1 to 2:
1 C 0.149
2 N -0.445


No. 10
Density functional theory data (the ωB97M-V functional and the def2-TZVPD basis) for an isolated molecule of C3H5N.

XYZ file:
```
9
C3H5N the ωB97M-V functional and the def2-TZVPD basis
C -0.700 -0.542 -0.031
C 0.071 0.644 -0.032
C 1.420 0.185 0.091
N 2.490 -0.352 -0.068
H -0.551 -1.383 0.816
H -1.641 -0.110 0.025
H -0.835 -1.162 -0.834
H -0.082 1.431 -0.850
H -0.173 1.288 0.882
```

**Total charge**: 0
**Energy**: -171.999059 Ha
**SMILES**: CCC#N
**Strongest force on any atom**: 0.1525 Eh/bohr
**Relative energy (zero: lowest compared OMol25 entry of this formula, charge and spin)**: 35.2 kcal per mole

Atom charges from the Mulliken analysis, given in e for atoms 1 to 2:
1 C -1.120
2 C -0.105


No. 11
Density functional theory data (the ωB97M-V functional and the def2-TZVPD basis) for an isolated molecule of C3H5N.

XYZ file:
```
9
C3H5N the ωB97M-V functional and the def2-TZVPD basis
C 0.311 0.257 0.273
C 0.472 1.514 -0.419
C -0.226 -1.093 0.317
N 1.118 1.444 0.946
H 1.208 1.536 -1.261
H -0.337 2.318 -0.633
H -0.962 -1.127 -0.460
H -0.687 -1.443 1.165
H 0.693 -1.852 0.308
```

**Total charge**: 0
**Energy**: -171.835340 Ha
**Multiplicity**: 3
**Strongest force on any atom**: 0.0686 Eh/bohr
**Relative energy (zero: lowest compared OMol25 entry of this formula, charge and spin)**: 36.0 kcal per mole

Atom charges from the Mulliken analysis, given in e for atoms 1 to 2:
1 C 0.052
2 C -0.078


No. 12
Density functional theory data (the ωB97M-V functional and the def2-TZVPD basis) for an isolated molecule of C3H5N.

XYZ file:
```
9
C3H5N the ωB97M-V functional and the def2-TZVPD basis
C 1.824 -0.527 -0.020
C -1.744 0.021 -0.116
C -0.396 0.526 0.026
N 1.203 0.498 -0.319
H 1.215 -1.222 0.599
H 2.853 -0.740 -0.034
H -2.414 0.748 0.221
H -2.011 -0.835 -0.714
H -0.529 1.530 0.358
```

**Total charge**: 0
**Energy**: -171.802282 Ha
**Multiplicity**: 3
**Strongest force on any atom**: 0.1446 Eh/bohr
**Relative energy (zero: lowest compared OMol25 entry of this formula, charge and spin)**: 56.8 kcal per mole

Atom charges from the Mulliken analysis, given in e for atoms 1 to 2:
1 C -0.170
2 C -0.776


Copy entry 2 word for word.
Density functional theory data (the ωB97M-V functional and the def2-TZVPD basis) for a structure of composition C3H5KO3.

XYZ file:
```
12
C3H5KO3 the ωB97M-V functional and the def2-TZVPD basis
O -0.238 0.631 0.429
C 0.717 -0.322 0.152
C 0.583 -1.677 0.757
H 1.707 0.157 0.286
H 0.451 -1.618 1.850
H 1.503 -2.249 0.582
H -0.227 -2.245 0.279
O 0.052 1.225 -1.953
C -0.371 1.892 -0.998
O -1.370 2.503 -0.769
K -3.450 1.625 0.672
H 0.643 0.078 -1.286
```

**Total charge**: +1
**Energy**: -942.642065 Ha
**Multiplicity**: 2
**Strongest force on any atom**: 0.1063 Eh/bohr
**Relative energy (zero: lowest compared OMol25 entry of this formula, charge and spin)**: 41.0 kcal per mole

Atom charges from the Mulliken analysis, given in e for atoms 1 to 2:
1 O -0.484
2 C -0.078


Q: strongest force on any atom of number 10 (C3H5N)?
A: 0.1525 Eh/bohr


Q: What is the formula in the ninth record?
A: C3H5N


Q: Which formula does entry 8 have?
A: C3H5N